[1]
Below is a structure of composition C19H27F3NO6S2 in a non-equilibrium geometry, with properties calculated with wB97M-V/def2-TZVPD.

```
58
C19H27F3NO6S2 wB97M-V/def2-TZVPD
S 1.809 4.404 -0.380
S -0.155 5.996 0.677
F -0.712 8.233 2.022
F 0.209 6.707 3.269
F -1.846 6.405 2.527
O -0.879 -0.908 -2.772
O -1.265 -3.554 0.788
O -2.424 -0.426 -1.189
O -1.852 -1.508 1.386
O 3.120 3.865 -0.174
O 1.503 5.339 -1.430
N 1.268 5.090 1.033
C -1.125 -0.295 -5.063
C 1.281 1.748 -0.636
C -2.020 -3.862 1.985
C 0.702 3.018 -0.488
C 2.256 -2.898 0.521
C -1.587 -0.029 -3.655
C 1.314 4.325 2.270
C 0.603 0.703 -0.028
C -1.322 2.119 0.388
C -0.662 0.906 0.521
C -1.377 -0.965 -1.515
C -0.552 -1.794 -0.631
C -1.271 -2.233 0.557
C 0.407 -2.684 -1.273
C 3.217 -3.888 1.151
C -0.601 6.882 2.199
C 1.267 -3.616 -0.382
C -0.649 3.185 -0.186
C -1.966 -5.358 2.091
H -2.350 -5.780 1.153
H 1.330 3.244 2.069
H -2.576 -5.704 2.926
H 0.443 4.589 2.872
H -3.051 -3.499 1.859
H 2.682 -4.538 1.842
H -0.944 -5.708 2.285
H -0.153 -3.373 -1.937
H -1.174 4.125 -0.365
H 2.205 4.656 2.819
H 2.798 -2.151 -0.074
H 1.083 -0.272 0.049
H -2.351 2.231 0.737
H 3.681 -4.504 0.380
H 1.715 -2.324 1.288
H -2.670 -0.167 -3.573
H 2.251 1.601 -1.114
H -1.360 0.994 -3.340
H -0.071 -0.053 -5.191
H -1.280 -1.348 -5.308
H -1.167 0.096 1.042
H 1.816 -4.290 -1.066
H 0.595 -4.236 0.226
H 1.077 -2.087 -1.913
H -1.549 -3.355 2.835
H -1.667 0.317 -5.786
H 3.996 -3.372 1.704
```

* molar mass: 486.554 g/mol
* relative energy (zero: lowest compared OMol25 entry of this formula, charge and spin): 0.00 kJ/mol
* HOMO-LUMO gap: 5.899 eV
* net charge: -1
* DFT total energy: -63738.0551 eV



[2]
Below is a structure of composition C19H27GaNO4, with properties calculated with wB97M-V/def2-TZVPD.

```
52
C19H27GaNO4 wB97M-V/def2-TZVPD
Ga 1.599 0.529 -1.949
O 0.256 1.882 4.556
O -7.166 -1.443 -0.638
O 4.572 -0.309 6.706
O -2.712 -1.558 -3.501
N 3.031 2.507 -4.491
C -6.113 -0.978 -2.690
C 1.242 1.367 5.032
C 3.575 0.644 4.794
C 1.577 2.285 -4.380
C -1.067 0.728 -0.792
C 1.247 0.890 6.442
C -4.863 -1.939 -0.705
C 3.583 0.182 6.202
C 1.311 0.848 -3.950
C 2.078 -0.793 1.248
C -6.138 -1.454 -1.285
C 0.005 -1.434 -0.065
C -3.716 -1.513 -2.831
C -4.992 -1.003 -3.404
C -3.737 -1.966 -1.414
C -0.093 -0.388 -1.204
C 2.330 0.343 6.983
C 2.492 1.191 4.247
C 1.396 -1.861 0.403
H -4.943 -0.664 -4.432
H -7.054 -0.617 -3.086
H -0.522 -1.050 0.822
H 2.971 -1.189 1.741
H -0.542 -2.343 -0.357
H 1.133 2.534 -5.354
H 2.980 -0.282 -1.696
H 2.361 -0.009 8.007
H 3.452 2.236 -3.605
H -0.541 -0.899 -2.064
H 3.226 3.498 -4.608
H 2.020 -2.076 -0.468
H 1.947 0.188 -4.551
H -1.427 1.299 -1.654
H 0.321 1.021 6.987
H -4.907 -2.261 0.327
H 4.495 0.503 4.241
H 2.374 0.061 0.638
H 1.320 -2.786 0.987
H 1.395 -0.444 2.031
H 0.273 0.581 -4.183
H -1.947 0.325 -0.261
H 1.129 2.964 -3.639
H 1.694 2.002 -1.246
H 2.464 1.522 3.217
H -2.792 -2.295 -0.999
H -0.575 1.425 -0.108
```

* molar mass: 403.151 g/mol
* relative energy (zero: lowest compared OMol25 entry of this formula, charge and spin): 0.00 kJ/mol
* HOMO-LUMO gap: 4.788 eV
* net charge: -1
* DFT total energy: -82194.5719 eV



[3]
Below is a cluster of 2 separate species, C19H27N2O6PS in total in a non-equilibrium geometry, with properties calculated with wB97M-V/def2-TZVPD.

```
56
C19H27N2O6PS wB97M-V/def2-TZVPD
S 2.774 1.178 -0.371
P -1.024 0.887 4.217
O 0.352 0.420 5.013
O -0.219 0.374 -6.995
O -0.317 1.312 2.922
O -1.913 0.528 5.634
O -1.503 -0.582 3.608
O 1.947 -3.414 -7.529
N 0.689 -0.821 -1.084
N 1.799 -0.981 -7.303
C 1.844 -2.648 -2.615
C 1.604 0.078 -0.824
C 1.748 -2.256 -5.222
C 1.246 1.429 5.460
C -0.922 -1.318 1.392
C 2.216 -3.148 -4.058
C -0.995 -1.484 6.735
C 0.950 -0.926 -5.070
C 0.194 2.150 -4.372
C 0.688 2.167 6.663
C -2.191 -0.781 6.124
C -1.978 -0.665 2.266
C -1.835 0.553 -3.710
C 1.052 -1.323 -2.457
C 1.865 -2.398 -6.804
C -0.179 3.493 -3.523
C -0.271 0.909 -3.465
C 0.675 -0.352 -6.531
C 0.578 -0.423 -3.658
H -2.261 0.318 1.883
H -0.112 4.438 -4.166
H -2.678 -1.400 5.370
H -2.135 -0.175 -2.872
H -0.465 -0.829 7.429
H -0.526 2.176 -5.276
H 0.047 -0.822 1.489
H -0.287 -1.803 5.968
H -0.210 1.271 -2.367
H 1.419 2.880 7.051
H -1.317 -2.377 7.276
H 0.388 3.556 -2.537
H 1.466 2.127 4.647
H -0.221 2.714 6.398
H 0.423 1.468 7.459
H -1.301 3.372 -3.266
H 2.642 -0.598 -6.831
H -2.937 -0.643 6.914
H 2.774 -4.112 -4.272
H -0.772 -2.359 1.692
H 2.181 0.935 5.734
H -2.883 -1.281 2.271
H 2.121 -3.257 -1.689
H -2.413 1.544 -3.659
H 1.291 2.131 -4.678
H -1.884 0.070 -4.753
H -1.221 -1.299 0.342
```

* molar mass: 442.474 g/mol
* relative energy (zero: lowest compared OMol25 entry of this formula, charge and spin): 376.73 kJ/mol
* SMILES: CC[C@@H](C)c1c(N=C=S)ccc2c1C(=O)NC2=O.CCOP(=O)(OCC)OCC
* HOMO-LUMO gap: 7.488 eV
* net charge: 0
* DFT total energy: -55522.2803 eV



[4]
Below is the molecule C19H27N3O, with properties calculated with wB97M-V/def2-TZVPD.

```
50
C19H27N3O wB97M-V/def2-TZVPD
O 1.335 1.436 -2.161
N -0.868 -1.882 -1.668
N 1.019 0.703 -0.055
N -1.905 1.648 0.789
C 1.215 -1.762 -0.143
C 0.757 1.536 -1.095
C 5.487 -1.217 1.009
C 1.932 -0.404 -0.283
C -4.503 -2.047 0.404
C 4.429 -0.898 -0.046
C -4.538 0.430 -0.821
C 0.389 0.853 1.237
C 4.989 0.092 -1.065
C -0.306 2.583 -0.857
C -3.978 0.306 0.445
C -3.320 1.488 1.116
C -1.686 1.961 -0.613
C -5.044 -1.914 -0.863
C 3.168 -0.337 0.625
C -5.067 -0.671 -1.470
C -1.109 0.525 1.242
C -3.975 -0.944 1.052
C 0.060 -1.834 -1.002
H -0.344 3.192 -1.761
H -3.389 1.388 2.203
H 5.742 -0.321 1.572
H 4.171 -1.828 -0.565
H -1.807 1.077 -1.261
H -4.489 -3.012 0.889
H 5.824 -0.349 -1.603
H -5.495 -0.558 -2.456
H 3.350 0.707 0.888
H 1.905 -2.563 -0.418
H 5.342 0.989 -0.561
H -1.287 -0.378 0.635
H 2.980 -0.886 1.552
H -1.403 0.312 2.273
H 5.128 -1.971 1.706
H 0.900 0.185 1.932
H -3.562 -1.055 2.045
H 6.392 -1.592 0.537
H 0.520 1.876 1.603
H -2.441 2.697 -0.898
H -5.450 -2.775 -1.372
H -3.825 2.414 0.827
H 2.244 -0.285 -1.327
H 0.887 -1.925 0.888
H -0.044 3.226 -0.015
H 4.234 0.387 -1.789
H -4.566 1.398 -1.301
```

* molar mass: 313.445 g/mol
* relative energy (zero: lowest compared OMol25 entry of this formula, charge and spin): 100.60 kJ/mol
* SMILES: CC(C)C[C@@H](CC#N)N1CCN(Cc2ccccc2)CCC1=O
* HOMO-LUMO gap: 9.318 eV
* net charge: 0
* DFT total energy: -26659.4244 eV